C4H25NO12 | ωB97M-V with the def2-TZVPD basis set

Last column: natural (NBO) charge in e.
CARTESIAN COORDINATES (ANGSTROEM)
1 C 0.18 -0.86 -0.03  -0.239
2 C -0.68 -2.01 0.57  -0.556
3 C -2.06 -1.88 -0.01  0.474
4 O -2.98 -1.35 0.60  -0.600
5 N 1.62 -1.04 0.19  -0.709
6 C 2.29 -0.44 1.32  0.891
7 O 3.41 -0.88 1.58  -0.741
8 O 1.67 0.51 1.90  -0.890
9 H -0.08 0.10 0.40  0.235
10 H 0.01 -0.83 -1.10  0.221
11 H -0.69 -1.90 1.67  0.257
12 H -0.25 -2.98 0.33  0.209
13 H -3.51 1.05 -2.78  -0.023
14 H -2.24 -2.30 -1.01  0.161
15 H 1.95 -1.96 -0.06  0.379
16 H 0.11 -2.32 -3.29  0.509
17 H 1.60 -2.43 -2.79  0.442
18 O 0.95 -2.91 -3.31  -1.048
19 H -1.18 0.14 2.82  0.485
20 H 0.34 -0.13 2.87  0.490
21 O -0.50 -0.35 3.33  -1.024
22 H 1.65 1.99 -1.32  0.500
23 H 2.00 0.57 -1.51  0.485
24 O 1.85 1.37 -2.05  -0.978
25 H -1.29 1.63 -1.54  0.517
26 H -0.45 2.36 -0.41  0.491
27 O -1.39 2.13 -0.65  -1.054
28 H 0.27 1.04 -2.75  0.489
29 H -0.91 0.03 -3.03  0.510
30 O -0.70 1.04 -2.93  -1.063
31 H -2.54 0.11 1.46  0.496
32 H -1.95 1.36 0.72  0.519
33 O -2.20 1.01 1.65  -1.064
34 H -3.31 0.62 -2.20  0.022
35 H -1.52 -1.54 -4.10  0.432
36 O -1.13 -1.43 -3.22  -1.215
37 H 0.69 1.84 2.66  0.510
38 H -0.82 2.18 2.53  0.499
39 O 0.04 2.57 2.76  -1.008
40 H 1.47 1.77 0.70  0.512
41 H 0.66 3.02 1.04  0.514
42 O 1.11 2.59 0.29  -1.037

Largest force on an atom   1.09 eV Å⁻¹
Energy above the lowest of the compared OMol25 structures with the same formula, charge and spin   31.7 kcal/mol
Multiplicity   1
Total charge   -2

C4H25NO7 | ωB97M-V with the def2-TZVPD basis set

Last column: natural (NBO) charge in e.
CARTESIAN COORDINATES (ANGSTROEM)
1 C -1.11 0.32 2.06  -0.637
2 C 0.17 0.90 1.42  -0.219
3 N -0.03 1.25 0.01  -0.696
4 C -1.08 2.24 -0.29  -0.228
5 C -0.68 3.03 -1.53  -0.627
6 H -1.95 0.79 1.60  0.210
7 H -0.96 0.20 3.13  0.221
8 H -1.19 -0.72 1.71  0.209
9 H 0.64 1.61 2.12  0.166
10 H 0.94 0.12 1.38  0.196
11 H 0.87 1.59 -0.30  0.409
12 H -2.03 1.73 -0.36  0.166
13 H -1.19 2.94 0.54  0.179
14 H 0.38 3.01 -1.67  0.220
15 H -1.03 2.58 -2.46  0.206
16 H -1.06 4.05 -1.51  0.220
17 O 2.20 -2.74 2.25  -0.970
18 H 1.38 -2.64 2.71  0.481
19 H 2.28 -2.19 1.46  0.487
20 O -1.79 -3.06 -0.01  -0.948
21 H -1.72 -2.19 -0.42  0.471
22 H -2.51 -3.41 -0.55  0.475
23 O 2.79 1.74 -0.38  -0.978
24 H 2.94 0.88 -0.81  0.507
25 H 3.35 1.79 0.39  0.478
26 O 3.71 -0.93 -0.77  -0.983
27 H 4.21 -1.18 0.01  0.478
28 H 2.99 -1.57 -0.88  0.506
29 O -0.82 -0.83 -1.95  -0.968
30 H -0.90 0.00 -1.45  0.497
31 H 0.10 -0.79 -2.23  0.478
32 O 1.18 -2.02 -0.29  -1.014
33 H 0.96 -2.88 0.08  0.507
34 H 0.43 -1.60 -0.73  0.499
35 O -3.85 -1.04 -0.61  -0.932
36 H -3.07 -0.53 -0.84  0.462
37 H -4.57 -0.46 -0.88  0.471

Largest force on an atom   2.71 eV Å⁻¹
Energy above the lowest of the compared OMol25 structures with the same formula, charge and spin   31.2 kcal/mol
Multiplicity   1
SMILES   CCNCC.O.O.O.O.O.O.O

C4H25NO7S | ωB97M-V with the def2-TZVPD basis set

Last column: natural (NBO) charge in e.
CARTESIAN COORDINATES (ANGSTROEM)
1 C 0.43 -0.87 -0.47  -0.446
2 N 0.38 0.06 0.76  -0.724
3 C 1.60 -0.11 1.64  -0.083
4 C 2.02 -1.62 1.88  -0.638
5 C 1.47 0.68 2.87  -0.527
6 S 0.29 0.10 4.14  -0.017
7 H 0.79 -1.95 -0.13  0.184
8 H -0.60 -0.76 -0.97  0.223
9 H 1.10 -0.52 -1.24  0.179
10 H -0.49 -0.25 1.26  0.424
11 H 2.60 0.17 1.09  0.192
12 H 3.04 -1.77 2.23  0.220
13 H 1.23 -1.98 2.48  0.224
14 H 1.71 -2.20 0.90  0.202
15 H 2.32 0.51 3.56  0.234
16 H 1.37 1.84 2.71  0.225
17 H -0.79 0.60 3.89  0.093
18 O -1.31 1.16 -1.97  -0.955
19 H -0.34 1.20 -2.14  0.477
20 H -1.60 1.12 -2.92  0.466
21 O -1.11 -0.95 -3.16  -0.943
22 H -1.15 -0.44 -3.99  0.478
23 H -0.42 -0.48 -2.72  0.490
24 O 1.97 2.47 -0.66  -0.994
25 H 1.46 1.93 0.02  0.515
26 H 2.38 3.21 -0.17  0.494
27 O -1.98 -1.28 1.72  -0.978
28 H -2.21 -1.87 0.99  0.487
29 H -2.71 -0.59 1.54  0.498
30 O 1.07 1.66 -3.07  -0.996
31 H 1.98 1.70 -3.33  0.488
32 H 1.14 2.03 -2.15  0.506
33 O -2.94 0.76 0.30  -0.932
34 H -2.69 0.18 -0.36  0.472
35 H -2.19 1.29 0.34  0.481
36 O -2.59 -1.96 -1.29  -0.956
37 H -2.02 -1.76 -2.04  0.492
38 H -3.19 -1.31 -1.54  0.450

Largest force on an atom   4.58 eV Å⁻¹
Energy above the lowest of the compared OMol25 structures with the same formula, charge and spin   58.0 kcal/mol
Multiplicity   1
SMILES   CN[C@H](C)CS.O.O.O.O.O.O.O

C4H25NO8 | ωB97M-V with the def2-TZVPD basis set

Last column: natural (NBO) charge in e.
CARTESIAN COORDINATES (ANGSTROEM)
1 C -1.40 -2.04 1.73  -0.613
2 C -0.74 -0.77 1.13  -0.128
3 C -1.84 0.47 1.23  0.181
4 C -1.85 1.42 0.01  -0.686
5 O -1.67 1.23 2.37  -0.651
6 N -0.32 -1.10 -0.17  -0.439
7 H -0.63 -2.65 2.21  0.245
8 H -1.86 -2.57 0.90  0.222
9 H -2.08 -1.74 2.54  0.242
10 H 0.11 -0.41 1.74  0.299
11 H -2.81 -0.02 1.13  0.217
12 H -2.61 1.11 -0.73  0.240
13 H -0.93 1.31 -0.57  0.198
14 H -2.09 2.45 0.24  0.276
15 H -0.99 0.86 2.94  0.497
16 H -0.01 -0.37 -0.82  0.426
17 H -1.02 -1.65 -0.68  0.423
18 H -1.97 -0.47 -2.20  0.465
19 H -2.54 -1.02 -3.51  0.505
20 O -2.03 -1.26 -2.73  -0.965
21 H 1.63 -2.22 -0.47  0.454
22 H 2.28 -1.68 0.79  0.473
23 O 2.42 -2.32 0.08  -0.916
24 H -0.57 1.72 -3.81  0.488
25 H -0.50 0.20 -3.93  0.486
26 O -1.08 0.92 -3.65  -0.971
27 H 0.23 1.98 0.98  0.461
28 H 1.56 1.90 0.60  0.483
29 O 1.08 2.03 1.44  -0.941
30 H 3.37 -0.20 0.54  0.493
31 H 2.94 -0.37 -0.89  0.479
32 O 3.23 0.31 -0.27  -0.976
33 H 2.09 -0.86 3.00  0.497
34 H 2.38 0.65 2.48  0.527
35 O 2.31 -0.28 2.27  -0.996
36 H 1.51 2.42 -1.79  0.469
37 H 2.66 1.50 -1.94  0.497
38 O 1.72 1.56 -2.18  -0.962

Largest force on an atom   2.65 eV Å⁻¹
Energy above the lowest of the compared OMol25 structures with the same formula, charge and spin   28.7 kcal/mol
<S²>   0.7563
Multiplicity   2
Total charge   +1